A 2-piece molecular cluster, C3H11N2O overall at a distorted geometry. Source: the OMol25 dataset; level of theory: the ωB97M-V functional and the def2-TZVPD basis.

Results
Gap between HOMO and LUMO: 9.817 eV
E_HOMO: -13.43 eV
DFT total energy: -305.42826 Ha
Net charge: +1

Each line ends with the natural charge from an NBO analysis.
CARTESIAN COORDINATES (ANGSTROEM)
1 C -1.21 1.18 2.02  -0.42
2 N -2.19 0.93 0.89  -0.67
3 H -1.63 0.60 0.10  0.46
4 H -2.87 0.26 1.23  0.44
5 H -2.70 1.77 0.62  0.44
6 H -1.73 1.71 2.81  0.23
7 H -0.43 1.85 1.68  0.25
8 H -0.76 0.23 2.29  0.25
9 C 1.91 -0.29 -2.09  -0.73
10 C 1.34 -0.71 -0.78  0.69
11 O 1.02 0.04 0.13  -0.69
12 N 1.00 -2.04 -0.64  -0.82
13 H 3.00 -0.42 -2.04  0.26
14 H 1.63 0.77 -2.22  0.25
15 H 0.76 -2.44 0.26  0.40
16 H 1.39 -2.72 -1.27  0.40
17 H 1.48 -0.73 -2.99  0.25

---

A 2-piece molecular cluster, H4S3 overall. Source: the OMol25 dataset; level of theory: the ωB97M-V functional and the def2-TZVPD basis.

Results
Gap between HOMO and LUMO: 9.241 eV
E_HOMO: -8.82 eV
DFT total energy: -1196.92976 Ha

Each line ends with the natural charge from an NBO analysis.
CARTESIAN COORDINATES (ANGSTROEM)
1 S 0.36 -2.72 -0.96  -0.13
2 S -0.05 -2.02 0.90  -0.13
3 H 1.69 -2.83 -0.85  0.13
4 H 0.71 -2.86 1.61  0.13
5 S -0.75 3.22 -0.77  -0.28
6 H -0.29 3.11 0.48  0.14
7 H -1.67 4.11 -0.41  0.14

---

An isolated ion of composition C3H9N2 and charge +1 at a distorted geometry. Source: the OMol25 dataset; level of theory: the ωB97M-V functional and the def2-TZVPD basis.

Results
Gap between HOMO and LUMO: 10.804 eV
E_HOMO: -14.43 eV
DFT total energy: -228.89622 Ha
Net charge: +1

Each line ends with the natural charge from an NBO analysis.
CARTESIAN COORDINATES (ANGSTROEM)
1 C -1.12 0.93 -1.04  -0.73
2 C -0.23 0.06 -0.25  0.21
3 N -0.46 -1.27 -0.34  -0.88
4 C 0.58 0.45 0.73  -0.11
5 N 1.57 -0.45 1.31  -0.72
6 H -0.74 1.20 -2.09  0.27
7 H -2.18 0.65 -1.31  0.26
8 H -1.37 1.97 -0.69  0.27
9 H -0.43 -1.39 -1.37  0.40
10 H -1.39 -1.62 0.01  0.43
11 H 0.64 1.46 1.02  0.23
12 H 2.47 -0.60 0.82  0.44
13 H 1.79 -0.12 2.18  0.44
14 H 0.88 -1.25 1.03  0.49

---

A 2-piece molecular cluster, CH4BrO3P overall at a distorted geometry. Source: the OMol25 dataset; level of theory: the ωB97M-V functional and the def2-TZVPD basis.

Results
Gap between HOMO and LUMO: 10.126 eV
E_HOMO: -9.95 eV
DFT total energy: -3181.60585 Ha

Each line ends with the natural charge from an NBO analysis.
CARTESIAN COORDINATES (ANGSTROEM)
1 O -1.22 1.75 -1.23  -1.05
2 P -0.66 1.67 0.15  1.56
3 O -1.87 1.24 1.16  -1.02
4 H -2.75 1.32 0.90  0.50
5 O 0.04 -0.81 0.36  -0.69
6 C 1.11 -1.10 -0.48  -0.02
7 Br 2.71 0.17 0.17  -0.19
8 H 0.06 -1.52 1.03  0.50
9 H 1.03 -0.65 -1.53  0.22
10 H 1.55 -2.06 -0.52  0.20